[1]
{"formula": "C10H18N3", "method": "ωB97M-V/def2-TZVPD", "species": ["C", "C", "C", "C", "C", "C", "C", "C", "C", "C", "N", "N", "N", "H", "H", "H", "H", "H", "H", "H", "H", "H", "H", "H", "H", "H", "H", "H", "H", "H", "H"], "coordinates": [[-0.240, 2.360, 0.274], [0.747, 1.944, 1.420], [-1.716, 2.467, 0.798], [1.814, -1.816, -0.676], [1.491, 0.664, 1.043], [-2.560, 1.172, 0.397], [1.165, -1.855, 0.728], [0.802, -1.584, -1.962], [-1.573, -1.783, -2.276], [-0.676, -0.282, 0.945], [0.541, -0.512, 1.020], [-1.739, 0.235, 1.104], [-0.444, -2.435, -1.903], [0.071, 3.234, -0.064], [-0.261, 1.553, -0.463], [1.401, 2.689, 1.610], [0.247, 1.724, 2.292], [-1.683, 2.390, 1.863], [-2.066, 3.414, 0.410], [2.684, -1.118, -0.694], [2.189, -2.871, -0.771], [2.051, 0.693, 0.019], [2.120, 0.439, 1.866], [-3.586, 1.258, 0.867], [-2.396, 0.920, -0.687], [0.469, -2.593, 0.678], [1.934, -2.016, 1.470], [0.368, -0.573, -2.118], [1.502, -1.773, -2.881], [-2.394, -2.531, -2.439], [-0.262, -3.412, -1.870]], "nbo_charge": [-0.3902, -0.4124, -0.3810, -0.4343, -0.1860, -0.2441, -0.1993, -0.2475, -0.0890, 0.7235, -0.4023, -0.2981, -0.5964, 0.2251, 0.1870, 0.2379, 0.2068, 0.2089, 0.2422, 0.2293, 0.2321, 0.2287, 0.2241, 0.2571, 0.2469, 0.2218, 0.2326, 0.2326, 0.2293, 0.1272, 0.3874], "e_homo_ev": -11.9, "total_charge": 1}


[2]
{"formula": "C10H18N3O", "method": "ωB97M-V/def2-TZVPD", "species": ["C", "C", "C", "N", "N", "N", "H", "H", "H", "H", "H", "H", "H", "H", "H", "H", "C", "C", "C", "C", "C", "C", "C", "O", "H", "H", "H", "H", "H", "H", "H", "H"], "coordinates": [[-0.457, -2.459, -1.226], [0.482, -2.595, -0.035], [-0.519, -1.238, -3.364], [-0.047, -1.347, -2.111], [-1.690, -1.794, -3.674], [0.116, -0.480, -4.245], [-0.492, -3.385, -1.804], [-1.493, -2.259, -0.950], [-0.113, -2.557, 0.882], [1.306, -1.899, 0.127], [0.931, -1.098, -2.014], [-2.010, -2.607, -3.176], [-2.141, -1.588, -4.553], [0.957, 0.040, -4.033], [-0.216, -0.395, -5.199], [0.827, -3.626, -0.018], [-0.386, -0.328, 3.188], [1.190, 3.051, 2.680], [0.628, 3.449, 1.436], [0.970, 1.809, 3.199], [0.056, 0.950, 2.545], [-0.256, 2.569, 0.738], [-0.489, 1.349, 1.286], [1.143, 4.445, 0.759], [1.834, 3.708, 3.265], [1.395, 1.501, 4.141], [-0.671, 2.884, -0.210], [1.477, 5.128, 1.370], [-0.229, -1.207, 2.567], [-1.326, -0.194, 3.718], [-1.146, 0.680, 0.749], [0.369, -0.510, 3.961]], "nbo_charge": [-0.2293, -0.6478, 0.6786, -0.5582, -0.7582, -0.7487, 0.2072, 0.2118, 0.2264, 0.2275, 0.4076, 0.4315, 0.4336, 0.4298, 0.4341, 0.2561, -0.6860, -0.1969, 0.4479, -0.1903, 0.2172, -0.1893, -0.1953, -0.5309, 0.2597, 0.2606, 0.2595, 0.5242, 0.2504, 0.2841, 0.2393, 0.2439], "e_homo_ev": [-16.3, -17.0], "total_charge": 2, "multiplicity": 2}


[3]
{"formula": "C10H18NP", "method": "ωB97M-V/def2-TZVPD", "species": ["C", "C", "C", "C", "C", "C", "C", "C", "C", "C", "N", "P", "H", "H", "H", "H", "H", "H", "H", "H", "H", "H", "H", "H", "H", "H", "H", "H", "H", "H"], "coordinates": [[-3.176, 1.167, -0.784], [-2.968, -0.134, -0.385], [-1.718, -0.693, -0.605], [-0.101, 0.713, 0.476], [-3.994, -0.800, 0.537], [1.384, -0.778, 1.875], [3.523, -0.291, -0.389], [1.756, 0.762, -1.711], [1.374, 0.322, 0.762], [2.085, -0.191, -0.517], [-1.232, -1.562, -1.312], [-1.174, 1.552, 1.393], [-4.034, 1.547, -0.363], [-2.586, 1.823, -1.357], [-4.987, -0.672, 0.028], [-3.888, -0.527, 1.524], [-3.765, -1.866, 0.529], [0.976, -1.719, 1.702], [2.439, -0.852, 2.155], [0.692, -0.364, 2.682], [3.884, -0.656, -1.375], [3.729, 0.774, -0.122], [3.872, -0.871, 0.501], [2.261, 0.548, -2.744], [0.692, 0.638, -2.132], [1.924, 1.810, -1.518], [1.955, 1.052, 1.301], [1.524, -1.189, -0.691], [-0.293, -1.873, -1.454], [-0.154, 2.334, 1.995]], "nbo_charge": [-0.2817, -0.1710, 0.4733, -0.4617, -0.6201, -0.5887, -0.6148, -0.6270, -0.3406, -0.2075, -0.6296, 0.3664, 0.1904, 0.2165, 0.2324, 0.2278, 0.2200, 0.2046, 0.2043, 0.2172, 0.2239, 0.2067, 0.2097, 0.2091, 0.2250, 0.2122, 0.2096, 0.1739, 0.3936, -0.0735], "e_homo_ev": [-7.6, -7.6]}


Energy list, top to bottom, in a.u.: -555.6752 -630.7605 -787.6882
F_max list, top to bottom, in eV Å⁻¹: 5.67 2.31 4.43
Energy relative to the best compared isomer or geometry (same formula, charge and spin) list, top to bottom, in eV: 6.833 0.296 5.202